Record 1
C18H49N2O16P4 | ωB97M-V/def2-TZVPD

Structure (XYZ):
```
89
Properties=species:S:1:pos:R:3
C 0.3329 -3.9692 5.3863
C 0.9191 -4.9351 4.5433
N 1.5696 -4.6394 3.2254
C 0.5051 -4.2360 2.2485
C 0.3416 -2.6906 2.0301
N 1.6783 -2.1959 1.5256
C 2.5703 -2.2819 2.7081
C 2.7645 -3.7262 3.3074
H -0.7836 -4.0346 5.5172
H 0.9697 -3.2108 5.9230
H 0.8499 -6.0126 4.8686
H 1.9241 -5.5526 2.9007
H -0.4756 -4.6671 2.6034
H 0.7462 -4.7224 1.2580
H -0.4642 -2.4365 1.2823
H 0.1893 -2.1418 3.0164
H 1.5369 -1.1852 1.3883
H 2.2737 -1.5418 3.5201
H 3.5933 -1.9325 2.3633
H 3.6820 -4.2423 2.8925
H 2.9937 -3.5896 4.4086
C -1.4173 -4.0762 -1.8520
O -2.6879 -3.5563 -1.4911
P -3.7928 -4.5850 -0.6785
O -2.9037 -4.7258 0.5484
O -3.5102 -5.8036 -1.7445
C -4.0114 -5.6702 -3.0725
O -5.0515 -5.5183 0.0355
C -6.2714 -4.8003 0.2778
H -0.6649 -3.3222 -1.6151
H -1.1750 -4.9985 -1.3212
H -1.3996 -4.2608 -2.9281
H -3.2057 -5.9045 -3.7710
H -4.3633 -4.6550 -3.2762
H -4.8279 -6.3765 -3.2266
H -6.6916 -4.4387 -0.6638
H -6.0883 -3.9562 0.9481
H -6.9860 -5.4771 0.7450
C -9.5086 -1.3089 -3.8606
O -8.2181 -1.9037 -3.8295
P -6.9421 -1.0524 -3.0722
O -7.5561 -1.0986 -1.6802
O -7.3300 0.3453 -3.8450
C -7.1092 0.4255 -5.2506
O -5.4710 -0.3360 -2.5236
C -4.3166 -1.1640 -2.6755
H -10.2396 -2.0813 -3.6209
H -9.6104 -0.4905 -3.1467
H -9.7078 -0.9397 -4.8689
H -8.0146 0.8141 -5.7205
H -6.8848 -0.5521 -5.6854
H -6.2854 1.1118 -5.4516
H -4.1488 -1.3885 -3.7329
H -4.4489 -2.0948 -2.1159
H -3.4493 -0.6336 -2.2844
C 4.1351 1.2092 3.5396
O 3.1813 2.1134 4.0623
P 2.0766 2.8323 2.9723
O 1.3968 1.5220 2.5911
O 3.2698 3.2071 1.9103
C 4.2118 4.2188 2.2783
O 0.9707 3.8023 2.0735
C 0.1580 4.6790 2.8647
H 4.1881 0.3501 4.2103
H 3.8731 0.8620 2.5383
H 5.1142 1.6916 3.5140
H 5.2172 3.8385 2.0920
H 4.1307 4.4850 3.3357
H 4.0532 5.1056 1.6653
H 0.7860 5.3949 3.4014
H -0.4384 4.1032 3.5781
H -0.5113 5.2260 2.2017
C 3.9896 6.2447 -1.6729
O 5.2400 5.5746 -1.7363
P 6.6168 6.3449 -1.0724
O 6.1015 6.3301 0.3592
O 6.2414 7.7598 -1.8201
C 6.3639 7.8292 -3.2383
O 8.1493 7.0050 -0.6369
C 9.2646 6.1374 -0.8700
H 3.2324 5.5157 -1.3815
H 3.9891 7.0643 -0.9527
H 3.7403 6.6307 -2.6637
H 5.4465 8.2608 -3.6432
H 6.5094 6.8420 -3.6846
H 7.2029 8.4751 -3.5005
H 9.3502 5.9091 -1.9359
H 9.1492 5.2099 -0.3016
H 10.1730 6.6432 -0.5444
```

Computed properties:
net charge: +1
HOMO energy: -11.08 eV
calculated total energy: -3393.309899 Ha

These are the Löwdin partial charges, in e, on atoms 1 to 2: 0.066, -0.104

Record 2
C18H51BN3O10Zr2 | ωB97M-V/def2-TZVPD

Structure (XYZ):
```
85
Properties=species:S:1:pos:R:3
Zr 0.3660 -1.8642 3.4631
Zr -3.6888 -1.7287 -1.0914
B -4.5967 -0.8641 0.8436
H -4.8205 -0.4263 -0.1707
H -4.7432 -0.0603 1.6386
H -5.2360 -1.7797 1.1139
H -3.5004 -1.1022 0.8236
O 0.2629 -1.1776 1.3827
C 0.1022 -0.1115 0.4489
C -0.6457 -0.2820 -0.8778
O -2.0258 -0.4185 -0.9758
H 1.1337 0.1221 0.1728
H -0.3369 0.6901 1.0453
H -0.1716 -1.0343 -1.5251
H -0.3013 0.5384 -1.5211
O 2.2161 -0.7996 3.8368
C 3.3008 -0.2064 3.1635
C 4.6474 -0.5991 3.7417
O 4.8439 -1.8704 4.1244
H 3.1505 0.8636 3.0087
H 3.1743 -0.6209 2.1532
H 4.9663 0.0479 4.5837
H 5.4172 -0.2211 3.0461
O -2.8114 -3.2803 0.2273
C -2.3446 -4.4018 -0.5547
C -1.8797 -4.0805 -2.0195
O -2.7230 -3.0801 -2.5741
H -3.1218 -5.1745 -0.5085
H -1.6332 -4.8669 0.1377
H -1.5755 -4.9335 -2.6248
H -0.9608 -3.4894 -1.8910
C 1.9609 3.7502 -1.0936
C 2.3041 3.8822 0.3634
C 1.0536 3.8527 1.2608
O 1.3324 4.4242 2.5285
C 0.3683 4.2260 3.5188
N 3.2732 2.8064 0.6807
H 2.7802 4.1566 -1.6849
H 1.0513 4.2714 -1.4052
H 1.7359 2.7334 -1.4275
H 2.7617 4.8471 0.5863
H 0.7314 2.8048 1.3916
H 0.1321 4.2551 0.8217
H 0.8201 4.4851 4.4734
H 0.1033 3.1610 3.5573
H -0.5589 4.7592 3.2867
H 2.8584 1.9146 0.4167
H 3.2163 2.7631 1.7000
C 4.2067 -3.1348 -2.2510
C 2.7556 -3.3302 -1.8236
C 2.4007 -4.7947 -2.0020
O 3.2335 -5.5834 -1.1982
C 3.0945 -6.9575 -1.3468
N 2.4119 -2.7589 -0.5324
H 4.2420 -3.5632 -3.2540
H 4.8117 -3.8670 -1.7066
H 4.7194 -2.1993 -2.0423
H 2.1170 -2.7594 -2.5170
H 2.4558 -5.1357 -3.0414
H 1.3500 -4.9445 -1.7038
H 2.1548 -7.2976 -0.8958
H 3.9042 -7.5710 -0.9507
H 3.1066 -7.2609 -2.4035
H 2.4484 -1.7497 -0.5699
H 1.4593 -3.0101 -0.2921
C -3.3844 4.4094 -1.0557
C -3.9181 3.0076 -0.7821
C -4.5984 2.9620 0.5795
O -3.8499 3.5089 1.6517
C -2.7052 2.7490 1.9885
N -4.7525 2.5764 -1.8992
H -2.6567 4.8524 -0.3764
H -4.2882 5.0208 -0.9458
H -2.9748 4.5907 -2.0508
H -3.0333 2.3517 -0.7715
H -4.9256 1.9691 0.8943
H -5.5216 3.5369 0.4689
H -2.2026 3.2874 2.7897
H -2.0051 2.8302 1.1457
H -2.8546 1.6859 2.1907
H -4.2968 2.8904 -2.7511
H -4.6324 1.5686 -1.9904
O 0.1382 1.7891 -4.2030
H -0.6950 2.1230 -4.5517
H -0.1042 1.3271 -3.3961
```

Computed properties:
net charge: +1
HOMO energy: -10.75 eV
calculated total energy: -1751.304918 Ha

These are the Löwdin partial charges, in e, on atoms 1 to 2: 1.826, 1.919

Record 3
C18H51N15O11 | ωB97M-V/def2-TZVPD

Structure (XYZ):
```
95
Properties=species:S:1:pos:R:3
C 5.5473 -0.3106 -2.5777
C 5.0839 -0.4808 -1.1372
N 4.1434 -1.4628 -0.8510
O 5.4361 0.2796 -0.2409
H 6.4302 -0.9390 -2.7629
H 5.7572 0.7415 -2.8092
H 4.7876 -0.6602 -3.2793
H 3.9312 -1.6140 0.0987
H 3.6357 -2.0370 -1.4823
C -4.4798 0.3456 2.8234
C -3.8731 -0.4733 1.6441
N -4.3826 -0.1455 0.4094
O -2.9154 -1.2738 1.7628
H -4.7707 -0.3556 3.5614
H -5.2455 0.9837 2.4388
H -3.5865 0.9495 3.1204
H -5.2365 0.3545 0.3172
H -4.0879 -0.7555 -0.3566
C -1.5861 3.2344 -3.3139
C -2.8301 2.8520 -4.0464
N -3.5722 3.9284 -4.3936
O -3.2176 1.7354 -4.2871
H -1.9041 3.7279 -2.4019
H -1.0173 3.8822 -3.9654
H -0.9286 2.3504 -3.1228
H -3.3886 4.8606 -4.1333
H -4.4741 3.7777 -4.8071
C -1.0482 -5.6426 0.4486
C -1.9263 -5.0382 -0.6147
N -2.4493 -3.8236 -0.3856
O -2.1499 -5.5851 -1.6797
H -0.6532 -6.5756 0.1153
H -1.6136 -5.7003 1.3851
H -0.2495 -4.8865 0.6109
H -2.9695 -3.5443 -1.2017
H -2.4675 -3.2464 0.4671
C 0.8784 4.7525 -0.0868
C 0.9991 6.2592 -0.0732
N 1.3442 6.8741 -1.2574
O 0.8463 6.9527 0.8981
H 0.9614 4.3751 -1.0735
H -0.0574 4.5514 0.4042
H 1.7147 4.2741 0.4792
H 1.3279 7.8597 -1.1928
H 1.4610 6.3879 -2.1467
C -0.2162 -2.9970 -2.9182
C 0.9456 -3.6085 -2.3022
N 0.9540 -4.9714 -2.2647
O 1.8834 -2.9916 -1.7498
H -0.9885 -3.6668 -3.2913
H 0.3845 -2.6304 -3.7177
H -0.6284 -2.1217 -2.4257
H 1.7858 -5.3450 -1.8318
H 0.1289 -5.5203 -2.5509
C -0.7754 0.8131 0.5128
C -0.3590 -0.0281 -0.6205
N 0.9214 -0.4279 -0.6544
O -1.1477 -0.2948 -1.5686
H -1.4557 1.5757 0.1358
H 0.0637 1.2858 1.0104
H -1.2552 0.1935 1.2594
H 1.2703 -0.9930 -1.4416
H 1.5557 -0.2183 0.1429
N -1.7605 -1.8830 5.6329
C -0.7368 -1.9769 4.8449
N -0.8194 -2.3353 3.6134
O 0.4112 -1.8415 5.3176
H -1.5759 -1.4124 6.5024
H -2.6960 -1.7339 5.2506
H 0.0860 -2.5541 3.2554
H -1.5780 -2.0560 3.0126
N 0.1422 1.0181 4.0078
C -0.7821 1.9296 4.3098
N -0.5102 3.0212 4.9524
O -1.9072 1.6285 3.8942
H 1.1076 1.2103 3.9095
H -0.2710 0.3595 3.3387
H 0.3641 3.1065 5.3826
H -1.2849 3.2752 5.5450
N 3.0774 -0.6685 4.1498
C 3.2943 -0.4079 2.8784
N 4.5229 -0.1851 2.4895
O 2.3550 -0.3979 2.0766
H 3.7944 -1.1917 4.6511
H 2.0845 -0.8369 4.3336
H 4.8531 -0.0176 1.5346
H 5.2916 -0.2152 3.1418
N 1.0414 0.8312 -3.5302
C 0.5964 0.5133 -4.7932
N -0.7125 0.2768 -5.0860
O 1.4707 0.5076 -5.6586
H 1.9221 0.3859 -3.1617
H 0.4064 0.6033 -2.7487
H -1.3109 0.3526 -4.2929
H -1.1474 0.9010 -5.7820
```

Computed properties:
HOMO energy: -9.24 eV
structure (SMILES): CC(N)=O.CC(N)=O.CC(N)=O.CC(N)=O.CC(N)=O.CC(N)=O.CC(N)=O.NC(N)=O.NC(N)=O.NC(N)=O.NC(N)=O
calculated total energy: -2365.747689 Ha
relative energy (zero: lowest compared OMol25 entry of this formula, charge and spin): 0.0 kJ/mol

These are the Löwdin partial charges, in e, on atoms 1 to 2: 0.000, -0.525

| no. | frontier orbital gap (eV) | LUMO energy (eV) |
| --- | --- | --- |
| 1 | 6.52 | -4.56 |
| 2 | 3.03 | -7.72 |
| 3 | 9.59 | 0.35 |